This record from the OMol25 dataset describes a cluster of 13 separate species, H26O13 in total. The level of theory is wB97M-V/def2-TZVPD.

Last column: Mulliken charge in e.
Positions of all 39 atoms, in Å:
O  -3.687  -1.538  -1.764  -0.620
H  -3.014  -0.863  -1.918  0.306
H  -3.198  -2.315  -1.468  0.312
O  0.259  -2.371  1.833  -0.664
H  -0.409  -2.655  2.468  0.322
H  -0.186  -1.693  1.283  0.372
O  2.945  -1.373  2.270  -0.656
H  2.140  -1.816  1.942  0.347
H  2.819  -1.320  3.226  0.302
O  -0.051  0.542  3.210  -0.652
H  0.237  1.463  3.213  0.321
H  0.705  0.048  2.864  0.303
O  2.629  -1.172  -1.373  -0.585
H  3.447  -1.672  -1.481  0.258
H  1.954  -1.664  -1.872  0.318
O  -1.405  2.541  0.961  -0.598
H  -1.568  3.282  1.557  0.279
H  -0.907  1.893  1.484  0.263
O  2.393  0.873  0.530  -0.579
H  2.614  0.176  -0.115  0.356
H  2.765  0.553  1.367  0.267
O  0.889  1.713  -3.703  -0.626
H  0.263  1.493  -3.005  0.325
H  1.721  1.328  -3.405  0.323
O  0.794  2.896  -0.899  -0.660
H  1.410  2.550  -0.236  0.303
H  -0.081  2.630  -0.572  0.301
O  0.196  -2.346  -2.289  -0.661
H  -0.360  -2.225  -1.505  0.245
H  -0.347  -2.063  -3.034  0.304
O  -3.013  -0.419  2.309  -0.620
H  -3.569  0.040  2.947  0.283
H  -2.238  0.147  2.205  0.311
O  -0.377  -0.428  0.059  -0.020
H  -0.852  0.121  -0.602  0.099
H  0.549  -0.144  0.026  0.196
O  -1.620  1.079  -1.888  -0.615
H  -1.642  0.863  -2.833  0.284
H  -2.203  1.845  -1.793  0.253

Cartesian forces, eV/Å:
O 0.21 -0.04 -0.21
H -0.11 0.01 0.23
H -0.11 0.07 0.06
O -0.13 0.22 -0.05
H 0.09 0.04 -0.02
H 0.01 -0.26 0.10
O -0.21 0.22 0.11
H 0.07 -0.05 0.22
H 0.08 -0.19 -0.12
O 0.01 0.34 -0.15
H 0.16 -0.17 0.19
H -0.15 -0.03 -0.11
O 0.22 -0.15 -0.18
H -0.08 0.09 0.07
H -0.22 0.08 0.14
O -0.06 -0.16 0.27
H 0.04 -0.04 -0.14
H -0.13 -0.04 -0.17
O -0.13 0.02 0.21
H 0.07 0.09 0.00
H -0.03 -0.18 -0.30
O -0.15 -0.42 -0.37
H 0.34 0.36 0.30
H -0.06 0.12 0.08
O -0.15 -0.15 0.11
H -0.04 -0.10 -0.17
H 0.36 0.28 0.08
O -0.22 0.00 -0.07
H 0.26 0.13 0.03
H 0.13 -0.08 0.04
O 0.02 0.06 0.00
H 0.04 -0.05 -0.05
H 0.02 -0.15 0.06
O -0.21 0.17 -0.35
H 0.24 -0.23 0.44
H 0.05 0.24 0.00
O -0.36 -0.03 -0.60
H -0.02 0.11 0.15
H 0.13 -0.13 0.18

Properties
Gap between HOMO and LUMO, eV: 10.38
Energy relative to the best compared isomer or geometry (same formula, charge and spin), eV: 1.010
LUMO energy, eV: -0.101
E_HOMO, eV: -10.49

This record from the OMol25 dataset describes a cluster of 13 separate species, H26O13 in total in a non-equilibrium geometry. The level of theory is wB97M-V/def2-TZVPD.

Last column: Mulliken charge in e.
Positions of all 39 atoms, in Å:
O  2.761  -0.952  0.773  -0.598
H  3.546  -1.379  1.117  0.272
H  2.046  -1.303  1.305  0.260
O  0.847  1.668  2.630  -0.605
H  0.470  2.161  3.358  0.282
H  0.604  0.759  2.805  0.282
O  0.686  2.691  0.115  -0.619
H  1.607  2.763  -0.134  0.225
H  0.705  2.393  1.024  0.281
O  0.936  -3.599  -1.429  -0.635
H  0.112  -3.201  -1.150  0.327
H  1.494  -3.568  -0.652  0.295
O  -0.562  -0.087  -0.189  -0.447
H  -0.023  0.698  -0.286  0.188
H  -0.034  -0.676  0.349  0.269
O  2.987  1.036  -1.059  -0.632
H  2.922  0.259  -0.505  0.404
H  3.922  1.241  -1.075  0.275
O  0.945  0.615  -3.170  -0.609
H  1.713  0.761  -2.618  0.316
H  0.426  1.414  -3.077  0.362
O  -0.725  2.967  -2.308  -0.665
H  -1.155  3.818  -2.219  0.314
H  -0.254  2.849  -1.484  0.351
O  -3.011  -0.597  0.665  -0.684
H  -2.150  -0.238  0.452  0.456
H  -3.543  -0.423  -0.112  0.341
O  -2.025  3.401  1.672  -0.624
H  -1.324  2.929  1.221  0.371
H  -1.705  3.506  2.568  0.275
O  0.263  -2.046  1.511  -0.606
H  0.017  -1.755  2.389  0.263
H  -0.126  -2.917  1.430  0.232
O  -2.062  -3.344  0.292  -0.669
H  -2.313  -2.473  0.598  0.405
H  -2.892  -3.800  0.159  0.268
O  -1.765  -1.844  -2.040  -0.655
H  -1.964  -2.561  -1.439  0.362
H  -1.375  -1.167  -1.487  0.371

Cartesian forces, eV/Å:
O 0.31 0.07 0.12
H 0.31 -0.06 -0.01
H -0.48 -0.34 -0.06
O 0.09 0.02 0.06
H -0.05 0.22 0.27
H -0.06 -0.22 -0.06
O -0.39 0.17 -0.49
H 0.45 -0.17 -0.31
H 0.15 -0.26 0.65
O 0.24 -0.27 0.02
H -0.43 0.25 -0.23
H 0.24 0.03 0.11
O -0.01 0.35 0.18
H 0.19 0.67 -0.46
H 0.15 -0.60 0.09
O 0.00 0.79 -0.38
H -0.21 -0.56 0.44
H 0.22 0.11 -0.16
O -0.08 -0.30 -0.17
H 0.39 0.02 0.22
H -0.34 0.33 -0.13
O -0.14 -0.12 -0.45
H -0.12 0.17 -0.08
H 0.16 0.01 0.53
O -0.73 -0.65 0.72
H 0.66 0.47 -0.30
H -0.17 0.01 -0.26
O -0.22 0.05 0.06
H 0.14 -0.07 -0.33
H -0.04 0.11 0.20
O 0.51 0.32 0.39
H -0.25 -0.02 0.33
H -0.36 -0.55 -0.35
O 0.58 -0.74 0.18
H -0.53 0.97 0.16
H -0.20 -0.26 0.04
O -0.26 -0.19 -0.67
H -0.09 -0.17 0.13
H 0.35 0.41 -0.01

Properties
Gap between HOMO and LUMO, eV: 9.09
Energy relative to the best compared isomer or geometry (same formula, charge and spin), eV: 1.336
LUMO energy, eV: -0.815
E_HOMO, eV: -9.90

This record from the OMol25 dataset describes a cluster of 13 separate species, H26O13 in total in a non-equilibrium geometry. The level of theory is wB97M-V/def2-TZVPD.

Last column: Mulliken charge in e.
Positions of all 39 atoms, in Å:
O  12.402  -4.614  11.760  -0.679
H  12.264  -5.528  11.511  0.290
H  12.071  -4.557  12.656  0.279
O  13.287  -5.040  18.990  -0.490
H  12.608  -5.546  18.543  0.358
H  13.543  -4.371  18.356  0.370
O  15.440  -2.255  13.927  -0.422
H  15.058  -1.552  14.452  0.375
H  14.722  -2.874  13.795  0.378
O  10.281  -4.210  14.136  -0.542
H  9.360  -4.380  13.940  0.249
H  10.431  -3.316  13.830  0.266
O  14.851  -3.817  11.459  -0.470
H  14.116  -4.392  11.672  0.468
H  14.553  -3.320  10.696  0.347
O  11.712  -6.918  14.386  -0.527
H  10.830  -6.557  14.295  0.246
H  11.616  -7.844  14.163  0.263
O  13.362  -4.024  14.653  -0.252
H  13.168  -4.924  14.392  0.143
H  13.180  -4.002  15.592  0.245
O  11.027  -2.456  17.927  -0.559
H  11.601  -2.724  18.645  0.342
H  11.245  -3.052  17.210  0.317
O  14.590  -7.108  12.508  -0.589
H  15.233  -7.392  11.859  0.290
H  15.109  -6.892  13.283  0.309
O  11.402  -4.825  16.548  -0.563
H  11.160  -5.700  16.852  0.295
H  11.032  -4.766  15.668  0.273
O  12.874  -7.266  17.088  -0.583
H  13.569  -7.897  16.902  0.298
H  12.519  -7.039  16.228  0.354
O  11.799  -1.536  12.935  -0.629
H  12.378  -2.150  13.388  0.241
H  11.950  -1.705  12.005  0.336
O  14.443  -3.059  17.500  -0.593
H  14.796  -2.304  17.971  0.255
H  15.195  -3.421  17.030  0.314

Cartesian forces, eV/Å:
O 0.05 0.09 -0.16
H -0.10 -0.44 -0.14
H -0.40 0.04 0.36
O -0.18 -0.21 0.82
H -0.16 -0.58 -0.17
H 0.46 0.72 -0.44
O 0.81 0.02 -0.27
H -0.22 0.70 0.24
H -0.63 -0.91 -0.03
O 0.15 -0.54 -0.10
H -0.41 -0.03 -0.03
H 0.17 0.72 -0.16
O 1.62 0.62 0.40
H -1.14 -0.62 0.22
H -0.08 0.36 -0.44
O 0.27 0.26 0.13
H -0.31 0.20 -0.09
H 0.12 -0.41 -0.18
O 0.29 0.50 -0.71
H -0.03 -0.55 -0.05
H -0.17 0.04 0.60
O -0.22 0.64 0.12
H 0.20 -0.05 0.35
H -0.02 -0.47 -0.16
O -0.44 0.20 0.02
H 0.20 -0.12 -0.24
H 0.20 0.02 0.21
O 0.49 -0.07 0.36
H -0.13 -0.20 0.36
H -0.47 0.36 -0.65
O -0.07 0.17 0.33
H 0.21 -0.24 0.20
H -0.12 0.02 -0.61
O -0.33 -0.09 0.30
H 0.32 -0.20 0.22
H -0.02 0.01 -0.37
O -0.25 -0.06 -0.40
H -0.01 0.31 0.30
H 0.35 -0.21 -0.14

Properties
Charge: +1
Gap between HOMO and LUMO (alpha / beta), eV: 11.39 / 2.19
Energy relative to the best compared isomer or geometry (same formula, charge and spin), eV: 1.018
LUMO energy (alpha / beta), eV: -3.021 / -10.554
E_HOMO (alpha / beta), eV: -14.41 / -12.74
2S+1: 2

The highest energy relative to the best compared isomer or geometry (same formula, charge and spin) belongs to which entry? number 2